C44H57Cl4F5N4O4 | the ωB97M-V functional and the def2-TZVPD basis

The geometry in XYZ format:
```
118
Properties=species:S:1:pos:R:3:forces:R:3:lowdin_charge:R:1
C -0.0456 -26.4378 -1.4038 0.983 0.202 -0.565 -0.01
C -0.8665 -27.6628 -1.7042 -1.965 -0.499 0.403 -0.55
O -2.0466 -27.6865 -1.3729 0.079 0.275 -0.103 0.02
N -0.3492 -28.7885 -2.2738 1.410 0.228 0.050 0.00
C 1.0593 -28.9599 -2.6266 -0.650 0.530 -0.695 -0.09
H -0.5862 -25.4921 -1.4417 -0.647 -0.512 0.162 0.09
H 0.7566 -26.2668 -2.1216 0.335 -0.355 0.103 0.07
H 0.3748 -26.5383 -0.4031 0.122 -0.019 -0.019 0.09
H -0.9631 -29.5694 -2.4566 -0.191 0.450 0.330 0.14
H 1.2566 -28.3242 -3.4897 0.377 0.024 -0.103 0.08
H 1.2092 -29.9852 -2.9647 0.185 0.050 0.375 0.08
H 1.7350 -28.6534 -1.8280 -0.037 -0.365 0.067 0.08
C 2.3041 -20.3935 4.5593 -0.388 0.780 -0.671 -0.01
C 3.3202 -21.5051 4.5274 -1.171 -1.938 -1.861 -0.55
O 3.3410 -22.3748 3.6177 0.177 1.909 1.717 0.00
N 4.1089 -21.5532 5.5932 1.837 -1.387 2.044 0.01
C 5.1305 -22.6161 5.8588 -0.169 0.819 -0.928 -0.04
H 1.6603 -20.4592 3.6822 0.029 -0.231 0.123 0.08
H 2.7526 -19.4016 4.5042 0.393 -0.017 -0.007 0.08
H 1.6784 -20.3500 5.4508 0.094 -0.456 0.102 0.08
H 4.0267 -20.9163 6.3728 -0.394 0.215 -0.496 0.14
H 6.0911 -22.1014 5.8366 0.202 -0.322 -0.079 0.08
H 5.0826 -23.3668 5.0700 -0.017 0.270 -0.045 0.08
H 5.0641 -23.1390 6.8128 -0.584 0.360 0.116 0.08
C 4.4357 -17.9763 13.5255 0.323 0.291 0.505 -0.01
C 5.5334 -17.8956 12.5095 -0.433 -0.421 -1.973 -0.56
O 5.4102 -18.4266 11.3965 0.629 0.582 1.282 0.01
N 6.5442 -17.0602 12.8653 0.513 -0.884 -0.602 0.00
C 7.7446 -16.7766 12.0274 -0.736 0.762 1.247 -0.04
H 3.8586 -18.8973 13.4423 0.064 0.273 -0.056 0.09
H 3.8386 -17.0770 13.3744 -0.406 -0.210 -0.072 0.09
H 4.8721 -17.8599 14.5175 -0.218 -0.294 0.239 0.07
H 6.5033 -16.7777 13.8341 0.503 0.194 -0.306 0.12
H 7.8105 -15.6901 12.0837 0.284 0.072 -0.637 0.07
H 7.6530 -17.1366 11.0026 -0.363 0.017 0.322 0.08
H 8.6684 -17.1408 12.4769 -0.156 -0.402 0.030 0.07
C 9.3258 -27.2726 -3.4485 0.547 -0.044 0.309 -0.01
C 8.1933 -26.6693 -2.6968 -2.004 2.507 -0.455 -0.55
O 7.3132 -25.9607 -3.2369 1.393 -1.683 0.517 0.01
N 8.1733 -26.8554 -1.3604 0.092 0.159 0.875 -0.01
C 7.1028 -26.4249 -0.4630 0.188 -0.583 0.178 -0.07
H 9.9326 -27.9097 -2.8051 -0.254 -0.441 -0.141 0.07
H 10.0258 -26.4865 -3.7318 -0.309 0.135 -0.496 0.09
H 8.9021 -27.7987 -4.3039 0.396 0.052 -0.022 0.09
H 9.0305 -27.0567 -0.8656 -0.047 -0.372 -0.438 0.13
H 7.0981 -27.2090 0.2942 -0.473 0.062 0.173 0.08
H 6.1326 -26.3778 -0.9575 0.306 -0.032 -0.134 0.09
H 7.2847 -25.4935 0.0731 0.155 0.240 -0.367 0.08
C 1.7099 -27.9426 4.8690 -0.533 0.360 0.182 -1.03
Cl -0.0839 -27.8732 4.7459 0.518 0.357 0.440 0.47
Cl 2.2398 -29.1741 3.7726 0.703 -0.639 -0.527 0.51
H 2.1487 -26.9893 4.5742 -0.317 -0.091 0.002 0.03
H 2.0314 -28.2048 5.8769 -0.368 0.029 -0.113 0.03
C 13.4178 -21.4612 9.8876 0.574 0.408 -0.704 -1.03
Cl 13.7318 -20.6360 11.4016 -0.316 0.004 0.575 0.51
Cl 12.0767 -20.7188 8.9542 0.367 -0.417 0.387 0.48
H 14.3436 -21.2754 9.3432 -0.377 -0.317 -0.327 0.01
H 13.2599 -22.5300 10.0317 -0.251 0.323 0.073 0.03
F 5.9172 -15.1589 1.5192 -0.111 -0.021 0.771 0.04
C 5.8110 -15.2416 2.8764 0.217 -0.362 0.367 -0.25
C 6.4063 -16.3383 3.5338 0.067 0.922 -1.920 -0.03
C 6.3623 -16.3964 4.8876 -0.989 0.178 0.959 -0.09
C 5.5930 -15.4506 5.6042 1.330 -1.754 0.432 -0.10
C 4.9908 -14.4244 4.9596 -0.881 0.517 -0.209 -0.10
C 5.1147 -14.2850 3.5843 0.050 -0.099 -0.816 -0.02
H 6.8948 -17.0622 2.8984 0.151 -0.180 0.156 0.12
H 6.7767 -17.2416 5.4171 0.186 0.011 0.012 0.10
H 5.5151 -15.6650 6.6599 -0.266 0.484 0.164 0.10
H 4.2931 -13.7784 5.4719 0.213 0.251 0.184 0.11
H 4.6207 -13.4762 3.0664 0.024 0.037 -0.091 0.12
F 4.8969 -24.0421 14.5926 0.671 0.552 0.227 0.04
C 6.0357 -23.3776 14.9321 1.231 1.021 -0.692 -0.24
C 6.0593 -22.4794 16.0107 0.349 -0.598 -0.236 -0.02
C 7.2868 -21.9164 16.3907 -0.239 0.029 -0.531 -0.09
C 8.4395 -22.1870 15.6820 0.430 -0.415 -0.447 -0.11
C 8.4075 -22.9693 14.5272 -0.943 -0.223 0.445 -0.09
C 7.1925 -23.5091 14.1005 -0.904 -0.373 1.227 -0.01
H 5.1777 -22.2355 16.5849 -0.178 -0.241 -0.081 0.11
H 7.3613 -21.2171 17.2103 -0.277 -0.105 0.210 0.10
H 9.4062 -21.8348 16.0104 -0.044 0.249 0.156 0.10
H 9.3288 -23.2424 14.0341 -0.033 0.223 -0.281 0.10
H 7.1372 -24.1198 13.2114 -0.065 -0.102 -0.001 0.11
F -4.5192 -13.0207 8.9188 0.823 -0.365 0.024 0.04
C -3.4640 -13.8733 9.1073 -0.889 -0.756 0.861 -0.27
C -2.5677 -14.0992 8.0908 0.729 0.440 -0.479 -0.03
C -1.4909 -14.9750 8.2564 -0.583 -0.575 1.621 -0.08
C -1.3808 -15.7068 9.4595 -1.392 0.684 0.018 -0.08
C -2.3632 -15.5338 10.4927 0.715 1.190 -1.738 -0.06
C -3.4077 -14.5886 10.3096 1.334 -0.840 -0.074 -0.01
H -2.6453 -13.5192 7.1831 -0.157 0.021 -0.100 0.11
H -0.7314 -15.1239 7.5032 -0.161 0.142 -0.215 0.10
H -0.5695 -16.4161 9.5304 0.010 -0.029 0.366 0.09
H -2.2355 -16.0179 11.4497 -0.173 -0.208 -0.055 0.09
H -4.0940 -14.4568 11.1330 -0.257 0.287 -0.234 0.11
F -2.5239 -19.4433 -3.5439 0.685 -0.211 -0.662 0.03
C -1.1794 -19.6430 -3.7218 -0.074 0.692 0.356 -0.28
C -0.5942 -19.6781 -4.9774 -1.011 -0.372 -0.004 -0.03
C 0.7741 -19.8546 -5.1111 0.185 0.000 1.292 -0.09
C 1.5780 -19.9026 -3.9506 -1.652 -0.641 0.309 -0.07
C 0.9474 -19.9511 -2.6578 0.564 1.335 -2.254 -0.05
C -0.4399 -19.7152 -2.5693 1.366 -1.084 0.525 -0.03
H -1.2815 -19.6505 -5.8101 0.166 0.049 -0.301 0.11
H 1.2068 -20.0238 -6.0861 0.067 0.324 -0.069 0.10
H 2.6408 -20.0014 -4.1151 0.105 -0.086 0.462 0.09
H 1.6176 -19.9823 -1.8114 -0.343 -0.176 0.313 0.10
H -0.9368 -19.7325 -1.6106 -0.059 0.163 0.042 0.11
F -3.7433 -21.1896 5.6768 -0.333 0.146 -0.534 0.05
C -4.5222 -20.3909 4.8999 -0.886 -0.400 -0.277 -0.27
C -4.7348 -20.6456 3.5595 0.143 -0.342 -0.940 -0.01
C -5.4692 -19.7480 2.7712 0.382 -0.532 0.918 -0.10
C -6.0142 -18.6567 3.3668 0.245 1.686 1.220 -0.10
C -5.8319 -18.3864 4.7669 -0.884 -1.178 -1.710 -0.06
C -5.2018 -19.3544 5.5315 1.344 0.810 -0.038 -0.03
H -4.3896 -21.4995 2.9955 0.585 -0.290 0.597 0.11
H -5.5845 -19.8764 1.7051 0.052 -0.301 0.011 0.11
H -6.4481 -17.9321 2.6937 -0.396 0.276 0.335 0.10
H -6.2939 -17.5044 5.1854 0.138 -0.008 0.199 0.10
H -4.9483 -19.2204 6.5728 -0.378 0.139 0.222 0.11
```
Forces are in eV/Å.

Calculated values
* spin multiplicity: 1
* SMILES string: Fc1ccccc1.Fc1ccccc1.Fc1ccccc1.Fc1ccccc1.Fc1ccccc1.CNC(C)=O.CNC(C)=O.CNC(C)=O.CNC(C)=O.ClCCl.ClCCl
* ΔE to the lowest compared entry with this formula, charge and spin: 89.4 kcal/mol

C44H57F10N2O32 | the ωB97M-V functional and the def2-TZVPD basis

The geometry in XYZ format:
```
145
Properties=species:S:1:pos:R:3:forces:R:3:lowdin_charge:R:1
C 1.2700 -2.0817 5.2295 -0.025 -0.290 0.198 -0.10
C 1.7679 -3.4294 5.7168 0.076 0.132 -0.329 -0.26
C 1.1835 -4.6088 4.9576 0.533 -0.342 0.038 -0.21
C 1.5934 -4.7028 3.4748 -1.069 -0.037 0.102 -0.20
C 0.3588 -4.7375 2.5754 0.486 0.375 -0.567 -0.22
C -0.3268 -3.3832 2.5021 0.297 -0.818 0.197 -0.24
C -1.6009 -3.4577 1.7028 0.039 0.518 -0.508 -0.18
C -2.4933 -2.2089 1.7913 0.575 -0.790 -0.163 -0.19
C -2.4141 -1.4400 3.0855 -1.055 0.354 -0.032 -0.15
C -3.1881 -1.9896 4.2850 -0.315 0.155 -0.057 -0.28
N -4.5061 -2.5077 3.8842 0.485 -0.539 0.173 -0.01
C -5.2577 -3.0240 5.0252 -0.427 0.432 -0.705 -0.17
C -5.3772 -4.5171 5.1469 0.266 -0.824 0.367 -0.41
C -4.9660 -5.4137 4.0185 0.119 0.434 0.170 -0.03
N -5.8807 -4.9811 6.2220 -0.021 0.487 0.135 0.10
C -2.3625 -2.9867 5.1151 0.540 -0.693 0.603 -0.65
O -1.8169 -2.4817 6.1430 -0.388 -0.607 -0.961 -0.07
O -2.2614 -4.1744 4.6766 -0.130 1.087 0.549 -0.05
H 1.7995 -1.2692 5.6970 0.278 0.352 0.225 0.04
H 1.4304 -2.0083 4.1624 -0.092 0.201 -0.357 0.05
H 0.2201 -1.9835 5.4777 -0.312 0.058 -0.153 0.05
H 1.5464 -3.5375 6.7714 -0.058 -0.044 0.339 0.10
H 2.8508 -3.4745 5.5975 0.355 -0.006 0.111 0.09
H 0.1051 -4.6527 5.0627 -0.330 0.227 -0.011 0.09
H 1.5642 -5.5058 5.4387 -0.017 -0.283 0.231 0.10
H 2.1910 -3.8491 3.1667 0.382 0.117 0.018 0.10
H 2.1489 -5.6156 3.3046 0.442 -0.154 -0.024 0.09
H -0.3539 -5.4751 2.9180 -0.201 -0.274 0.213 0.11
H 0.6604 -5.0093 1.5597 0.007 -0.231 -0.150 0.10
H 0.3990 -2.6907 2.0709 -0.020 0.410 -0.103 0.11
H -0.5136 -3.0994 3.5239 -0.147 0.293 0.179 0.06
H -2.1465 -4.3553 1.9459 -0.240 -0.230 0.459 0.10
H -1.3155 -3.5750 0.6567 -0.002 -0.121 -0.330 0.10
H -3.5048 -2.5183 1.5647 -0.457 -0.001 0.157 0.09
H -2.2004 -1.5477 0.9933 0.124 0.396 -0.304 0.07
H -2.8676 -0.4700 2.8824 0.012 0.314 -0.088 0.10
H -1.3943 -1.2290 3.3742 0.349 0.032 0.123 0.11
H -3.3512 -1.1244 4.9264 0.116 0.097 0.422 0.13
H -5.0391 -1.7560 3.4720 0.061 0.109 -0.100 0.10
H -4.9212 -2.6036 5.9694 0.114 -0.046 0.292 0.12
H -6.2786 -2.6782 4.8761 -0.338 0.037 0.195 0.12
H -5.6834 -5.3257 3.2141 -0.140 -0.114 -0.305 0.05
H -3.9900 -5.1390 3.6539 0.292 0.306 -0.188 0.05
H -4.8920 -6.4243 4.3926 -0.237 -0.418 0.002 0.07
H -5.9157 -5.9944 6.1692 -0.042 -0.127 -0.001 0.02
C -9.0217 -4.2282 -0.1344 -0.102 -0.070 -0.302 -0.05
C -8.5944 -3.2690 0.9464 -0.097 -0.165 0.375 -0.30
O -7.5117 -3.9530 1.5644 0.030 0.092 -0.321 0.13
C -6.9398 -4.7391 0.6080 0.110 0.136 -0.087 -0.54
O -5.8544 -5.2089 0.6689 -0.206 -0.148 -0.010 0.18
O -7.7763 -4.8662 -0.4591 -0.096 -0.002 0.180 0.05
F -9.5789 -3.0633 1.8605 0.130 -0.047 0.004 0.08
H -9.7347 -4.9658 0.2378 0.067 0.017 0.172 0.14
H -9.4385 -3.7311 -1.0034 0.202 -0.034 -0.123 0.13
H -8.2406 -2.3078 0.5798 -0.141 0.115 0.084 0.15
C -8.3834 -8.7076 -3.4048 -0.072 -0.205 0.069 -0.05
C -7.5828 -7.5395 -2.8737 0.098 0.140 -0.185 -0.31
O -8.4530 -6.4482 -3.1147 -0.102 -0.111 0.218 0.13
C -9.7272 -6.9218 -3.0842 0.127 -0.021 -0.063 -0.55
O -10.6973 -6.2527 -2.9869 -0.138 0.098 -0.035 0.18
O -9.7286 -8.2771 -3.1674 0.145 -0.028 -0.009 0.07
F -6.4329 -7.3591 -3.5661 -0.084 0.034 -0.012 0.08
H -8.2259 -8.8434 -4.4755 0.089 0.107 -0.012 0.14
H -8.1792 -9.6407 -2.8872 -0.175 0.021 0.095 0.14
H -7.3545 -7.5876 -1.8080 0.133 0.058 -0.019 0.17
C -5.1535 -0.9010 -1.2874 0.195 0.128 0.159 -0.02
C -5.1477 -1.6026 -2.6259 -0.086 -0.202 0.266 -0.30
O -6.4045 -2.2684 -2.6128 0.035 0.236 -0.328 0.14
C -7.2399 -1.5526 -1.8225 0.297 -0.143 0.012 -0.57
O -8.4140 -1.7103 -1.7809 -0.455 -0.010 0.014 0.16
O -6.5585 -0.6602 -1.0859 0.183 -0.001 -0.031 0.09
F -4.1617 -2.5193 -2.7285 -0.014 -0.050 -0.011 0.09
H -4.7781 -1.5486 -0.4947 0.040 -0.121 -0.047 0.14
H -4.5996 0.0276 -1.2879 -0.107 0.284 0.032 0.13
H -5.1030 -0.9358 -3.4871 0.065 -0.031 -0.077 0.17
C 0.9098 -0.4270 -0.6931 -0.015 -0.421 -0.111 -0.05
C 1.5436 0.6621 0.1367 -0.034 0.204 -0.091 -0.31
O 0.4431 1.5086 0.4128 0.162 -0.230 0.134 0.12
C -0.6838 0.7298 0.4017 0.041 -0.079 -0.101 -0.54
O -1.7234 1.0738 0.8372 -0.332 0.111 -0.078 0.19
O -0.4253 -0.4694 -0.1795 0.266 0.362 0.019 0.06
F 2.4765 1.3589 -0.5687 -0.094 0.027 0.035 0.06
H 0.8813 -0.1572 -1.7503 0.084 0.130 0.020 0.14
H 1.3959 -1.3923 -0.5800 -0.167 -0.064 0.128 0.14
H 1.9841 0.3248 1.0758 0.129 0.050 -0.034 0.18
C -0.9324 4.4742 -1.9338 -0.009 0.114 0.236 -0.04
C -1.0795 4.2165 -3.4142 0.103 -0.230 0.007 -0.31
O -2.0122 3.1474 -3.4458 -0.104 0.266 -0.009 0.13
C -2.7935 3.2555 -2.3300 0.109 0.031 0.134 -0.55
O -3.8234 2.6954 -2.1717 -0.060 -0.184 -0.033 0.18
O -2.2299 4.1085 -1.4448 0.106 0.035 -0.132 0.08
F 0.0859 3.8079 -3.9783 -0.072 -0.059 0.021 0.07
H -0.1773 3.8298 -1.4798 0.013 -0.087 -0.122 0.14
H -0.7070 5.5104 -1.6975 -0.215 0.031 0.044 0.14
H -1.4733 5.0597 -3.9824 0.138 -0.003 -0.107 0.16
C 4.7144 -0.1502 7.4819 -0.290 -0.081 0.199 -0.04
C 5.8254 0.8214 7.1650 0.175 -0.232 -0.125 -0.31
O 5.9256 0.7199 5.7571 -0.237 0.239 0.205 0.09
C 4.6829 0.3584 5.2861 -0.152 -0.183 0.046 -0.54
O 4.3581 0.4338 4.1550 0.054 0.005 -0.186 0.20
O 3.9070 -0.0761 6.3034 0.352 0.179 0.027 0.07
F 7.0092 0.4512 7.7222 -0.021 0.028 -0.080 0.07
H 5.0881 -1.1675 7.6047 0.140 0.035 -0.030 0.15
H 4.1379 0.1282 8.3595 -0.159 0.039 -0.121 0.14
H 5.6140 1.8563 7.4383 0.119 0.014 0.076 0.17
C 2.7159 5.6119 -6.6203 0.018 -0.287 -0.073 -0.04
C 3.3693 6.7321 -5.8477 -0.033 0.196 -0.168 -0.31
O 2.2640 7.5548 -5.5145 0.065 -0.227 0.216 0.13
C 1.1656 6.7481 -5.4424 0.014 -0.028 -0.114 -0.55
O 0.1374 7.0581 -4.9452 -0.165 0.034 0.065 0.18
O 1.4220 5.5485 -6.0089 0.179 0.128 -0.067 0.07
F 4.2349 7.4485 -6.6170 -0.109 0.053 0.035 0.06
H 2.6070 5.8623 -7.6765 0.058 0.132 0.013 0.14
H 3.2377 4.6640 -6.5267 -0.152 -0.064 0.146 0.14
H 3.8785 6.4170 -4.9372 0.160 0.068 -0.062 0.17
C 7.8047 9.2907 -5.5607 0.133 0.109 -0.297 -0.05
C 8.2203 8.9634 -4.1449 -0.290 0.122 0.089 -0.31
O 7.3301 7.9115 -3.8084 0.290 -0.123 -0.123 0.14
C 6.9956 7.2728 -4.9606 -0.107 0.072 -0.093 -0.55
O 6.4738 6.2133 -5.0226 -0.182 -0.191 0.070 0.18
O 7.3452 8.0159 -6.0384 0.154 0.233 0.173 0.05
F 8.0230 10.0030 -3.3014 -0.031 -0.078 -0.012 0.08
H 6.9825 10.0064 -5.5841 -0.014 0.011 0.155 0.15
H 8.6191 9.6653 -6.1741 -0.009 -0.182 -0.117 0.14
H 9.2483 8.6130 -4.0416 0.019 0.061 0.085 0.17
C 8.3407 -0.5825 4.0255 -0.137 0.129 -0.013 -0.05
C 9.8247 -0.3785 3.8273 0.040 -0.342 0.080 -0.31
O 10.1227 -1.2849 2.7829 -0.049 0.300 -0.097 0.13
C 8.9858 -1.4369 2.0359 -0.088 -0.033 0.136 -0.55
O 8.9524 -1.9171 0.9574 0.030 -0.117 -0.127 0.19
O 7.9173 -0.9453 2.7049 0.157 0.037 0.113 0.08
F 10.5434 -0.7143 4.9298 -0.004 -0.009 -0.076 0.07
H 8.1364 -1.4039 4.7135 0.140 -0.032 0.024 0.15
H 7.8281 0.3079 4.3701 -0.136 0.023 -0.200 0.12
H 10.1052 0.6299 3.5185 0.083 0.020 0.101 0.17
C 6.0371 9.4584 -9.0232 -0.003 -0.242 0.381 -0.05
C 6.3089 9.1242 -10.4703 -0.230 0.250 -0.088 -0.31
O 6.7692 10.3624 -10.9828 0.260 -0.181 0.127 0.13
C 7.3469 11.0459 -9.9529 -0.126 0.035 0.042 -0.55
O 8.0479 11.9877 -10.0758 0.068 0.157 -0.024 0.19
O 7.0078 10.4831 -8.7626 -0.090 -0.197 -0.199 0.06
F 5.1844 8.7545 -11.1296 0.059 0.066 -0.007 0.08
H 5.0343 9.8620 -8.8795 -0.041 -0.009 -0.176 0.15
H 6.1802 8.6089 -8.3596 0.155 0.114 0.105 0.12
H 7.0757 8.3635 -10.6248 -0.070 -0.070 -0.066 0.17
```
Forces are in eV/Å.

Calculated values
* charge: -1
* spin multiplicity: 1

| no. | E_HOMO (eV) | E_LUMO (eV) | Kohn-Sham gap (eV) |
| --- | --- | --- | --- |
| 1 | -9.1 | 0.10 | 9.19 |
| 2 | -4.7 | 0.98 | 5.73 |